Entry from the Open Molecules 2025 dataset: the ion C30H36N3O2 with charge +1 in a non-equilibrium geometry (the ωB97M-V functional and the def2-TZVPD basis).

Each atom is followed by the atoms it is bonded to, with distances in Å.
CARTESIAN COORDINATES (ANGSTROEM)
1 C 8.512 1.147 0.712  O2 1.465, H36 1.099, H37 1.110, H38 1.110
2 O 7.665 1.032 1.901  C1 1.465, C3 1.373
3 C 6.306 0.904 1.750  O2 1.373, C4 1.428, C35 1.415
4 C 5.448 1.308 2.816  C3 1.428, C5 1.389, H39 1.091
5 C 4.076 1.409 2.620  C4 1.389, C6 1.393, H40 1.098
6 C 3.497 0.982 1.428  C5 1.393, C7 1.578, C34 1.398
7 C 1.921 0.936 1.366  C6 1.578, C8 1.493, N26 1.628, H41 1.129
8 C 1.394 0.461 0.053  C7 1.493, C9 1.345, H42 1.086
9 C 0.083 0.584 -0.218  C8 1.345, N10 1.363, H43 1.100
10 N -0.450 0.272 -1.432  C9 1.363, C11 1.453, C23 1.459
11 C -1.894 0.184 -1.573  N10 1.453, C12 1.522, C19 1.529, H44 1.111
12 C -2.471 -1.027 -0.853  C11 1.522, C13 1.523, H45 1.102, H46 1.103
13 C -3.978 -1.156 -1.029  C12 1.523, C14 1.402, C18 1.400
14 C -4.543 -2.286 -1.637  C13 1.402, C15 1.399, H47 1.092
15 C -5.908 -2.324 -1.941  C14 1.399, C16 1.404, H48 1.094
16 C -6.722 -1.224 -1.626  C15 1.404, C17 1.403, H49 1.093
17 C -6.173 -0.109 -0.975  C16 1.403, C18 1.402, H50 1.096
18 C -4.803 -0.079 -0.680  C13 1.400, C17 1.402, H51 1.094
19 C -2.070 0.131 -3.090  C11 1.529, O20 1.229, N21 1.369
20 O -3.113 0.007 -3.728  C19 1.229
21 N -0.828 0.310 -3.638  C19 1.369, C22 1.443, C23 1.454
22 C -0.614 0.275 -5.064  N21 1.443, H52 1.091, H53 1.097, H54 1.100
23 C 0.280 0.301 -2.695  N10 1.459, N21 1.454, C24 1.542, C25 1.536
24 C 1.171 1.546 -2.875  C23 1.542, H55 1.097, H56 1.095, H57 1.097
25 C 1.129 -0.961 -2.906  C23 1.536, H58 1.098, H59 1.098, H60 1.092
26 N 1.321 -0.134 2.438  C7 1.628, C27 1.498, H61 1.010, H62 1.061
27 C -0.134 -0.320 2.745  N26 1.498, C28 1.371, C33 1.387
28 C -0.791 0.755 3.287  C27 1.371, C29 1.405, H63 1.098
29 C -2.133 0.636 3.685  C28 1.405, C30 1.401, H64 1.101
30 C -2.788 -0.600 3.613  C29 1.401, C31 1.508, C32 1.408
31 C -4.244 -0.649 4.005  C30 1.508, H65 1.091, H66 1.102, H67 1.096
32 C -2.066 -1.713 3.139  C30 1.408, C33 1.412, H68 1.099
33 C -0.719 -1.577 2.739  C27 1.387, C32 1.412, H69 1.093
34 C 4.335 0.593 0.379  C6 1.398, C35 1.403, H70 1.097
35 C 5.726 0.487 0.529  C3 1.415, C34 1.403, H71 1.107
36 H 9.499 1.386 1.132  C1 1.099
37 H 8.548 0.195 0.142  C1 1.110
38 H 8.153 1.969 0.059  C1 1.110
39 H 5.901 1.476 3.795  C4 1.091
40 H 3.449 1.861 3.400  C5 1.098
41 H 1.526 1.926 1.739  C7 1.129
42 H 2.068 -0.038 -0.638  C8 1.086
43 H -0.624 0.940 0.547  C9 1.100
44 H -2.412 1.093 -1.199  C11 1.111
45 H -1.990 -1.939 -1.244  C12 1.102
46 H -2.236 -0.971 0.222  C12 1.103
47 H -3.888 -3.123 -1.889  C14 1.092
48 H -6.324 -3.198 -2.450  C15 1.094
49 H -7.786 -1.246 -1.874  C16 1.093
50 H -6.804 0.752 -0.725  C17 1.096
51 H -4.364 0.798 -0.195  C18 1.094
52 H -1.591 0.230 -5.550  C22 1.091
53 H -0.079 1.181 -5.375  C22 1.097
54 H -0.018 -0.598 -5.366  C22 1.100
55 H 0.544 2.436 -3.009  C24 1.097
56 H 1.822 1.696 -2.007  C24 1.095
57 H 1.804 1.416 -3.761  C24 1.097
58 H 0.475 -1.821 -3.104  C25 1.098
59 H 1.793 -0.796 -3.764  C25 1.098
60 H 1.736 -1.195 -2.028  C25 1.092
61 H 1.658 -1.024 2.102  N26 1.010
62 H 1.866 -0.039 3.343  N26 1.061
63 H -0.206 1.667 3.458  C28 1.098
64 H -2.632 1.538 4.073  C29 1.101
65 H -4.593 -1.673 4.143  C31 1.091
66 H -4.516 -0.054 4.892  C31 1.102
67 H -4.802 -0.230 3.160  C31 1.096
68 H -2.561 -2.694 3.136  C32 1.099
69 H -0.132 -2.470 2.504  C33 1.093
70 H 3.951 0.384 -0.627  C34 1.097
71 H 6.344 0.064 -0.287  C35 1.107

Values from the calculation:
- LUMO energy (hartree) = -0.0908
- highest occupied orbital energy (eV) = -10.76
- total charge = +1
- structure (SMILES) = COc1ccc([C@@H](/C=C/N2[C@H](Cc3ccccc3)C(=O)N(C)C2(C)C)[NH2+]c2ccc(C)cc2)cc1
- energy relative to the best compared isomer or geometry (same formula, charge and spin) (kJ/mol) = 62.37

Mulliken atomic charge list, values in e, 8 entries: atom 1 (C): -0.73, atom 2 (O): -0.43, atom 3 (C): 0.61, atom 4 (C): -0.83, atom 5 (C): -0.39, atom 6 (C): -0.13, atom 7 (C): 0.73, atom 8 (C): -0.47